1.
C9H14NO2P | wB97M-V/def2-TZVPD

```
27
Properties=species:S:1:pos:R:3:forces:R:3
C -4.068657 2.394045 -0.668778 -0.2 0.4 -0.4
C -4.653962 1.575063 0.322498 0.1 1.2 -0.5
C -2.927562 1.966636 -1.347329 -0.6 -0.8 -1.1
C -4.097851 0.333035 0.535016 0.7 -1.4 1.3
C -2.529727 0.612217 -1.238510 1.6 0.4 -0.4
C -3.049267 -0.206890 -0.237625 0.2 -0.6 -0.5
C 3.025405 -1.195356 0.906953 0.4 -0.9 0.0
C 3.889987 -1.046306 -1.359015 0.3 -1.5 -2.7
C 2.704987 -1.032741 -0.511115 0.3 -1.5 -0.2
N 1.517462 -0.984081 -0.908183 -2.0 0.0 0.7
O -0.838991 -1.836598 0.413468 -0.6 -0.1 0.2
O -2.963689 -2.291065 1.552374 0.9 0.9 -0.6
P -2.409420 -2.091372 -0.028909 0.2 1.9 1.5
H -4.525268 3.351370 -1.021998 0.4 -0.8 0.9
H -5.483621 1.985704 0.930838 0.6 -0.6 -0.4
H -2.490990 2.602289 -2.147100 -0.3 -0.5 0.8
H -4.336685 -0.265182 1.432818 -0.5 0.4 -0.7
H -1.678650 0.262233 -1.917178 -1.2 0.4 1.0
H 3.298715 -0.246643 1.182458 1.1 2.7 0.8
H 3.898012 -1.802557 1.147081 -0.3 -0.3 -0.2
H 2.196339 -1.330750 1.525961 -1.4 -1.0 0.8
H 4.347465 -2.083717 -1.537989 -0.8 1.3 0.8
H 4.657897 -0.399616 -1.028525 0.9 0.7 0.4
H 3.541357 -0.775066 -2.355559 0.4 0.3 -0.2
H 0.015460 -1.716014 -0.072798 -0.6 0.3 -0.4
H 1.234821 -0.813010 -1.868116 1.0 0.0 -0.2
H -2.485323 -1.611253 2.103988 -0.6 -1.0 -0.6
```
Forces are in eV/Å.

Results
Gap between HOMO and LUMO   0.3392 Eh
HOMO energy   -8.55 eV
SMILES string   OP(O)c1ccccc1.CC(C)=N
LUMO   0.68 eV
F_max   3.14 eV/Å
Energy above the lowest of the compared OMol25 structures with the same formula, charge and spin   0.000 eV

2.
C9H14NO5S | wB97M-V/def2-TZVPD

```
30
Properties=species:S:1:pos:R:3:forces:R:3
C 2.558651 -1.082360 -1.980269 0.8 0.4 -0.5
C 1.645788 -0.171543 -2.949349 0.3 -0.9 0.2
S 0.067236 0.433725 -2.114595 0.4 -0.4 -0.6
C -1.202095 -0.911006 -2.282669 -1.0 -1.0 -1.6
N -1.974195 -1.203802 -1.039800 1.3 -0.5 -0.3
C -1.106999 -1.372382 0.161507 -1.1 -0.8 1.9
C -1.398721 -0.096809 1.119769 0.7 1.9 -0.9
C -0.123495 0.293341 2.041649 -1.5 -4.4 2.7
O 0.142601 -0.470908 3.007472 -0.2 4.0 -4.0
O 0.709625 1.450793 1.774985 -1.8 1.2 1.4
C 0.032611 2.661681 2.101832 -2.8 2.0 -0.6
C 0.859520 3.812537 2.884106 0.9 -1.1 -1.4
O -1.155209 2.936594 1.796919 4.2 -1.7 1.0
C -1.587761 -2.675323 1.013469 -2.4 -4.2 2.3
O -0.698509 -3.510616 1.438518 -1.2 3.0 -1.7
O -2.909719 -2.955305 1.290593 4.7 2.6 -2.0
H 3.149606 -1.836751 -2.627688 -1.0 1.0 1.1
H 1.969493 -1.633064 -1.165432 0.9 0.9 -1.3
H 3.368781 -0.395869 -1.520455 -1.5 -1.2 -0.4
H 2.239796 0.772170 -3.215115 -1.1 -1.3 0.3
H 1.413871 -0.759191 -3.910963 0.2 1.1 1.4
H -0.756190 -1.876925 -2.748824 -0.1 1.6 0.8
H -1.975537 -0.544256 -3.063728 1.3 -0.5 1.2
H -2.482159 -2.099396 -1.198322 0.4 1.0 0.4
H -0.001458 -1.543488 -0.056362 -1.5 0.4 0.3
H -2.354860 -0.240937 1.753009 1.9 -0.2 -0.8
H -1.640789 0.797236 0.426117 0.6 -1.4 1.1
H 0.784507 3.645283 4.011366 0.2 0.2 -1.7
H 0.476667 4.836011 2.553007 0.2 -1.6 0.6
H 1.948943 3.740562 2.499255 -1.6 0.1 1.1
```
Forces are in eV/Å.

Results
Total charge   -1
Gap between HOMO and LUMO   0.2435 Eh
HOMO energy   -4.00 eV
SMILES string   CCSCN[C@@H](CC(=O)OC(C)=O)C(=O)[O-]
LUMO   2.63 eV
F_max   5.72 eV/Å
Energy above the lowest of the compared OMol25 structures with the same formula, charge and spin   2.196 eV

3.
C9H14NOS | wB97M-V/def2-TZVPD

```
26
Properties=species:S:1:pos:R:3:forces:R:3
C -2.721803 -0.407419 1.559681 -1.6 0.7 0.4
C -3.910017 -0.310929 0.877427 0.4 -0.4 -0.2
C -2.099276 0.602575 -0.419720 1.1 -0.4 -0.4
C -1.634263 0.166154 0.809322 -0.4 -0.3 -0.6
C 1.040573 1.443988 0.055508 2.5 -1.3 -1.2
C -0.228927 0.136715 1.346405 -1.4 -1.2 0.8
C 1.404062 -0.027663 -0.503781 2.2 1.4 0.5
C 0.825125 -0.225850 -1.870608 -1.6 -2.0 0.2
C 2.923350 -0.321014 -0.522637 1.9 -1.5 0.4
N 0.749081 -0.885079 0.573992 0.5 -0.6 -1.0
O 0.544238 1.267376 1.324822 -0.7 -0.5 1.0
S -3.701245 0.197913 -0.745321 -0.4 0.7 0.9
H -2.891274 -0.698826 2.616965 1.2 0.2 -0.7
H -4.895137 -0.439547 1.300470 0.0 -0.4 -0.2
H -1.523122 1.035393 -1.229476 -0.2 0.0 0.3
H 1.944266 2.072420 0.137078 -0.5 -0.2 -0.2
H 0.367936 1.810126 -0.675425 -1.0 1.0 -0.3
H -0.425271 -0.249919 2.374168 1.1 0.3 -0.6
H 1.025742 -1.225373 -2.301371 0.1 0.3 0.4
H 1.171595 0.448601 -2.611404 0.5 1.0 -0.3
H -0.265469 -0.155612 -1.789972 0.3 0.0 -0.4
H 3.269017 -1.442641 -0.600149 -1.2 1.8 0.3
H 3.495514 0.112786 0.307177 -0.7 -0.3 0.6
H 3.569132 0.103059 -1.302871 -1.2 0.3 -0.6
H 1.457816 -1.242384 1.222325 0.0 0.6 0.2
H 0.508356 -1.764849 0.067394 -1.2 0.8 0.7
```
Forces are in eV/Å.

Results
Total charge   +1
Gap between HOMO and LUMO   0.3547 Eh
HOMO energy   -12.64 eV
SMILES string   CC1(C)CO[C@@H](c2ccsc2)[NH2+]1
LUMO   -2.99 eV
F_max   3.06 eV/Å
Energy above the lowest of the compared OMol25 structures with the same formula, charge and spin   1.041 eV

4.
C9H14O | wB97M-V/def2-TZVPD

```
24
Properties=species:S:1:pos:R:3:forces:R:3
C 2.183727 -1.439931 0.316279 0.8 1.3 -0.7
C 1.537534 -1.556287 -1.107361 0.2 -2.5 1.8
H 2.134238 -2.229069 1.074322 -0.9 -0.1 -0.5
H 3.277890 -1.323439 0.225544 -0.2 0.1 -0.2
H 1.818983 -0.493826 0.687881 0.0 0.2 0.8
H 1.454809 -2.657668 -1.185577 0.0 0.3 -0.9
H 2.225005 -1.177295 -1.847317 -0.2 0.2 -0.3
H 0.512921 -1.188421 -1.167058 0.3 0.5 0.0
C -1.378282 -0.548772 2.264564 -0.5 0.4 -0.4
C -1.805789 0.025646 -0.091854 -0.1 -0.9 -1.6
C -1.048066 0.230505 1.016110 0.1 0.9 0.9
C -1.645442 0.777179 -1.330720 0.7 0.1 0.3
C -0.607371 1.738502 -1.301336 -0.3 -0.2 1.3
C -0.205396 1.379418 1.093633 -0.4 -0.5 -0.1
C 0.000851 2.094810 -0.108775 0.6 0.4 -1.4
O -0.227233 2.383957 -2.455432 0.4 1.3 0.0
H -2.473812 -0.837732 -0.097082 0.0 0.1 0.0
H -2.014432 0.519686 -2.321225 -0.4 -0.3 0.3
H -1.937126 0.176300 2.878261 -0.2 -0.6 0.3
H -0.546262 -0.904774 2.861236 0.5 0.0 -0.1
H 0.252411 1.748677 1.993499 0.1 -0.2 0.4
H -0.280539 1.819390 -3.217377 -0.3 -0.7 -0.2
H 0.749803 2.883111 -0.148106 0.0 0.0 0.0
H -1.978424 -1.419965 1.967894 -0.1 0.2 0.4
```
Forces are in eV/Å.

Results
Spin multiplicity   2
Total charge   -1
Gap between HOMO and LUMO (spin up / spin down)   0.1192 / 0.2605 Eh
HOMO energy (spin up / spin down)   0.66 / -3.29 eV
LUMO (spin up / spin down)   3.90 / 3.79 eV
F_max   3.08 eV/Å
Energy above the lowest of the compared OMol25 structures with the same formula, charge and spin   0.583 eV

5.
C9H14O | wB97M-V/def2-TZVPD

```
24
Properties=species:S:1:pos:R:3:forces:R:3
C 2.637030 -0.475675 -1.076273 2.6 0.1 1.1
C 0.752088 -0.763318 2.138227 -4.2 -1.4 2.0
C 1.501418 -0.345123 1.107515 2.9 3.0 2.3
C -0.474047 -1.507063 1.821424 2.6 0.7 0.3
C 1.573286 -0.872576 -0.152264 -2.8 0.5 -0.7
C -0.592174 -1.942834 0.543118 2.2 0.3 -3.2
C 0.432989 -1.582471 -0.466223 -0.8 -1.3 1.5
O -1.476902 -1.768874 2.677205 0.8 0.2 4.3
H 0.889493 -0.514020 3.236299 0.0 0.3 -1.6
H 2.065442 0.600752 1.412968 0.3 -1.7 -0.7
H -1.171640 -1.610374 3.689992 -1.0 -0.5 -3.7
H -1.309230 -2.672732 0.220460 -0.7 0.2 0.1
H 3.217600 -1.388630 -1.372717 0.3 0.9 0.8
H 3.221841 0.384319 -0.593958 -0.1 -1.7 -0.5
H 0.365027 -1.931928 -1.482006 -0.5 -0.4 -0.2
H 2.467993 -0.074943 -2.016527 -1.6 0.8 -1.9
C -1.640355 1.814795 -2.021914 2.5 0.9 3.9
C -1.883806 2.380740 -0.502586 -2.1 -1.6 -3.1
H -0.843161 1.032120 -1.788125 -0.5 1.2 -1.3
H -2.479042 1.274613 -2.274646 -2.0 -1.0 -0.8
H -1.445181 2.638633 -2.722200 0.4 -0.7 0.1
H -2.749758 3.057640 -0.506039 0.3 -0.4 0.5
H -1.087799 2.757276 0.005442 2.7 2.1 0.5
H -1.971111 1.509671 0.122828 -1.2 -0.6 0.2
```
Forces are in eV/Å.

Results
Gap between HOMO and LUMO   0.3348 Eh
HOMO energy   -8.43 eV
SMILES string   Cc1ccc(O)cc1.CC
LUMO   0.68 eV
F_max   4.87 eV/Å
Energy above the lowest of the compared OMol25 structures with the same formula, charge and spin   2.550 eV

6.
C9H14O | wB97M-V/def2-TZVPD

```
24
Properties=species:S:1:pos:R:3:forces:R:3
C -0.118689 0.873483 -3.754620 0.7 1.0 0.7
C -1.040976 -0.320391 -3.402391 1.3 1.2 -0.9
H -0.337283 1.514068 -4.616976 -0.6 -0.4 0.1
H -0.038676 1.578277 -2.896773 -0.3 -0.4 -0.4
H 0.926706 0.600734 -3.893127 0.0 -0.5 -0.2
H -0.381393 -1.154652 -3.192005 -0.3 -0.1 1.2
H -1.755823 0.062943 -2.676139 0.0 -0.8 0.0
H -1.540686 -0.687980 -4.267317 -0.9 0.0 -0.7
C 2.064475 -0.878466 3.281993 1.1 0.9 -0.3
C 0.962454 0.890228 1.820382 0.6 -0.8 -0.9
C 0.906543 -0.304096 2.505795 -0.7 -0.1 0.9
C -0.054025 1.302921 0.936098 -0.1 -1.2 0.4
C -0.289323 -1.033418 2.492024 -0.3 -0.9 -0.9
C -1.011558 0.354569 0.674521 -1.0 -0.5 0.7
C -1.139745 -0.859096 1.422101 -0.2 2.1 -0.4
O -2.046815 0.598227 -0.246261 1.1 -0.3 -0.2
H 1.961343 1.266401 1.744655 0.3 1.1 0.2
H -0.126505 2.240323 0.426518 0.4 0.4 -0.2
H 2.078385 -0.578679 4.346047 -0.3 -0.6 -0.3
H 2.974338 -0.412804 2.870231 -0.1 -0.1 0.1
H -0.479379 -1.798951 3.233163 0.2 -0.3 -0.2
H -2.023418 -1.405456 1.103653 0.2 -0.4 0.7
H -1.716497 0.108240 -1.015570 -0.6 0.3 0.0
H 2.226547 -1.956424 3.104000 -0.5 0.4 0.5
```
Forces are in eV/Å.

Results
Gap between HOMO and LUMO   0.3541 Eh
HOMO energy   -8.70 eV
SMILES string   Cc1ccc(O)cc1.CC
LUMO   0.94 eV
F_max   2.16 eV/Å
Energy above the lowest of the compared OMol25 structures with the same formula, charge and spin   1.432 eV

7.
C9H14O | wB97M-V/def2-TZVPD

```
24
Properties=species:S:1:pos:R:3:forces:R:3
C 1.987674 -1.481033 -1.684406 -0.3 -1.6 0.1
C 0.889673 1.455236 0.550670 1.1 1.1 2.5
C 1.551972 0.831987 -0.445675 1.2 -2.3 -2.4
C 0.376438 0.735301 1.634482 -2.1 -3.1 -1.9
C 1.431525 -0.556355 -0.592580 0.1 -0.8 -0.2
C 0.161345 -0.788813 1.554307 1.0 5.0 0.1
C 0.759810 -1.253232 0.399508 -1.0 -3.6 1.4
O -0.212064 1.391217 2.628578 -2.4 2.9 1.2
H 1.164603 2.522636 0.688090 -0.8 -0.6 0.1
H 2.265259 1.353180 -1.093458 -0.7 0.1 0.0
H -0.778884 2.217893 2.333425 2.1 -2.6 0.6
H -0.437427 -1.322832 2.349245 1.1 0.6 -1.2
H 3.008936 -1.828869 -1.443691 -0.2 0.5 -0.2
H 1.984654 -1.010149 -2.668998 0.1 -0.1 0.0
H 0.716011 -2.402498 0.339508 0.1 1.8 -0.4
H 1.421496 -2.534226 -1.745219 0.8 2.6 0.1
C -2.700065 -0.845627 -1.619777 -4.5 -0.9 3.1
C -2.900485 0.655365 -1.507645 0.2 0.1 -2.5
H -1.776885 -1.244290 -1.817902 2.3 -0.5 -1.0
H -2.991468 -1.412309 -0.570306 0.5 1.4 -2.4
H -3.511293 -1.144033 -2.344473 1.2 -0.3 0.6
H -3.996816 0.864917 -1.377976 1.3 0.3 0.0
H -2.502804 1.076760 -2.480665 -1.2 -0.3 0.3
H -2.216172 1.217101 -0.929517 0.3 0.2 1.8
```
Forces are in eV/Å.

Results
Gap between HOMO and LUMO   0.3239 Eh
HOMO energy   -8.15 eV
SMILES string   Cc1ccc(O)cc1.CC
LUMO   0.66 eV
F_max   5.58 eV/Å
Energy above the lowest of the compared OMol25 structures with the same formula, charge and spin   2.507 eV

8.
C9H14O | wB97M-V/def2-TZVPD

```
24
Properties=species:S:1:pos:R:3:forces:R:3
C -2.460127 -3.322159 0.928483 1.7 -1.0 0.5
C -2.991451 -1.906647 0.899903 1.5 0.1 1.3
H -3.195553 -4.135132 0.814618 0.0 0.6 -0.3
H -1.665232 -3.451234 0.139107 -0.6 -0.2 1.0
H -2.031233 -3.532614 1.996179 -0.4 0.5 -2.0
H -2.170308 -1.193760 1.145611 -0.8 -0.8 0.4
H -3.723257 -1.938343 1.671707 -0.9 0.9 0.5
H -3.348431 -1.478451 0.004805 -0.9 -0.2 -1.3
C -0.191078 0.215343 1.143563 0.4 0.4 -0.6
C 2.307263 2.151125 -1.695111 -0.6 -0.6 -2.9
C 2.505224 2.479930 -0.436139 1.0 2.6 4.0
C 1.433200 1.224766 -2.163572 -0.9 -1.5 3.4
C 1.799336 1.917990 0.599142 -2.5 -2.4 -2.6
C 0.864371 0.456758 -1.133143 -0.8 1.1 -0.5
C 0.848813 0.907086 0.202838 0.9 -1.4 0.8
O 3.058643 2.702045 -2.653733 4.1 0.4 -1.1
H 3.957762 2.253852 -2.469982 -1.8 1.5 -1.0
H 3.097336 3.395698 -0.185988 -0.1 -1.1 -0.5
H 1.164380 1.151049 -3.169064 0.2 -0.5 -1.5
H 1.916809 2.273542 1.562401 0.0 0.5 1.9
H 0.320906 -0.426534 -1.433494 -0.5 0.0 0.3
H -1.177970 0.193919 0.643928 0.7 0.2 0.2
H -0.267538 0.851958 1.990059 -0.4 0.7 0.9
H -0.051865 -0.790193 1.597875 0.6 0.4 -0.8
```
Forces are in eV/Å.

Results
Gap between HOMO and LUMO   0.3467 Eh
HOMO energy   -8.60 eV
SMILES string   Cc1ccc(O)cc1.CC
LUMO   0.84 eV
F_max   4.86 eV/Å
Energy above the lowest of the compared OMol25 structures with the same formula, charge and spin   2.074 eV